Density functional theory data (ωB97M-V/def2-TZVPD) for a molecular structure, C9H14EuN2P at a distorted geometry.

LUMO energy (spin up / spin down)	2.801 / 2.845	eV
max |F|	2.04	eV Å⁻¹
relative energy (zero: lowest compared OMol25 entry of this formula, charge and spin)	37.5	kcal/mol
charge	-1
HOMO-LUMO gap (spin up / spin down)	2.7 / 2.6	eV
energy	-41153.2492	eV
multiplicity	8
<S²>	15.779

Structure (XYZ):
```
27
Properties=species:S:1:pos:R:3:forces:R:3:lowdin_charge:R:1
C 0.48033 -0.07440 -2.38461 0.333 -1.783 -0.089 -0.2801
C -0.76946 -0.74306 -2.25619 0.499 0.028 -0.140 -0.2623
C -0.55548 -1.95685 -1.54842 -0.231 0.019 -0.047 -0.2730
C 0.82572 -2.06369 -1.24199 0.022 0.488 -0.775 -0.3040
C 1.48552 -0.92116 -1.78739 -0.404 0.344 -0.458 -0.2924
Eu 0.13418 -0.05904 0.19100 0.437 0.524 0.382 0.5311
P -0.61749 2.54890 0.41467 -0.437 1.248 0.186 0.4368
H 0.64145 0.88892 -2.82812 0.074 0.200 -0.183 0.0651
H -1.72255 -0.35811 -2.61833 0.256 -0.186 0.179 0.0706
H -1.35224 -2.62395 -1.19670 0.422 0.210 -0.281 0.0775
H 2.52362 -0.61377 -1.60718 -0.446 -0.340 -0.213 0.0648
H 1.26355 -2.75657 -0.53834 0.144 -0.313 -0.236 0.0690
H -1.61414 2.62741 1.49774 0.460 0.416 -0.650 -0.1883
H -1.14922 3.20491 -0.76766 0.016 0.243 0.592 -0.1873
H 0.58190 3.26671 0.88818 -0.612 -0.002 -0.150 -0.1882
C -1.12661 -0.55995 5.75671 0.078 0.020 -0.354 -0.0927
N -0.84750 -0.99475 4.40286 0.144 -1.446 -0.421 -0.1343
C -0.72118 -2.34600 3.96888 0.136 1.625 -0.714 -0.0729
C -0.46055 -2.27785 2.62504 -0.331 1.477 0.590 -0.1532
N -0.45458 -0.93577 2.24845 -0.279 -0.842 1.843 -0.1646
C -0.66004 -0.20142 3.33922 -0.016 -0.779 -0.740 -0.2394
H -2.08807 -0.98035 6.05534 0.058 0.195 0.204 0.0834
H -0.32434 -0.92504 6.39912 -0.123 0.186 0.196 0.0827
H -1.15932 0.53805 5.74655 -0.028 -0.395 0.220 0.0774
H -0.82347 -3.18483 4.61655 -0.056 -0.172 0.435 0.0946
H -0.28346 -3.01077 1.85111 -0.096 -0.210 0.410 0.0919
H -0.69709 0.89643 3.34371 -0.020 -0.757 0.214 0.0879
```
Forces are in eV/Å.

---

Density functional theory data (ωB97M-V/def2-TZVPD) for a single C9H14F5P molecule at a distorted geometry.

LUMO energy	0.705	eV
max |F|	6.40	eV Å⁻¹
relative energy (zero: lowest compared OMol25 entry of this formula, charge and spin)	0.0	kcal/mol
HOMO-LUMO gap	9.7	eV
energy	-32433.8069	eV
SMILES	CC(C)P(/C(F)=C(/F)C(F)(F)F)C(C)C

Structure (XYZ):
```
29
Properties=species:S:1:pos:R:3:forces:R:3:lowdin_charge:R:1
C -2.08599 -0.33151 -2.06275 0.902 1.610 -1.409 -0.1678
C -0.83552 -0.93847 -1.43177 -1.768 -1.010 -0.396 -0.5310
C -1.26259 -2.36458 -0.94415 0.245 -0.439 -0.616 -0.1129
P -0.13221 0.39290 -0.29367 -0.161 0.121 -0.255 1.1024
C -0.74031 -0.11784 1.35888 -0.644 5.378 3.405 -0.3769
F -1.04054 -1.33564 1.60354 -0.514 -3.047 0.684 0.0749
C -1.01319 0.78374 2.45225 0.514 -1.094 -3.454 -0.1103
F -1.58645 0.39791 3.60346 0.398 -0.452 -0.585 0.0902
C -0.95919 2.34034 2.36810 0.181 -2.410 1.536 -0.6095
F -1.00075 2.82305 3.64537 -0.605 0.057 -0.972 0.1263
F -1.98267 2.76206 1.64093 -0.166 0.830 0.148 0.1636
F 0.17313 2.76632 1.86725 0.673 0.587 -0.865 0.1519
C 1.61945 -0.16829 -0.22929 0.387 -0.335 -0.145 -0.5847
C 2.35422 0.28224 1.01973 4.282 1.924 0.709 -0.1527
C 2.38335 0.41161 -1.43319 -1.409 0.381 0.031 -0.1393
H -2.58487 0.12024 -1.27303 -1.681 0.611 1.566 0.0299
H -1.83106 0.56502 -2.66000 0.110 -0.427 -0.061 0.0761
H -2.79508 -0.89759 -2.66302 0.396 -0.665 0.170 0.0818
H -0.13767 -1.10393 -2.24028 0.731 0.174 0.048 0.0854
H -2.35451 -2.48218 -0.66837 1.368 0.454 -0.043 0.0976
H -0.60091 -2.65634 -0.14769 -0.127 -0.466 0.497 0.0410
H -1.06193 -3.10937 -1.76061 -0.332 0.762 0.490 0.0867
H 1.52916 -1.25342 -0.47372 0.616 0.428 0.984 0.1138
H 2.34655 1.42194 1.19895 -0.763 -1.516 -0.591 0.0907
H 2.36188 -0.10969 2.04993 -1.067 -0.571 -0.685 0.0680
H 3.53193 0.23587 0.79892 -2.276 -0.316 0.196 0.1096
H 3.30115 -0.06159 -1.60289 1.582 -0.870 0.268 0.0564
H 2.58118 1.48512 -1.41738 -0.386 -0.017 0.207 0.0873
H 1.82344 0.14207 -2.30550 -0.486 0.318 -0.862 0.0514
```
Forces are in eV/Å.

---

Density functional theory data (ωB97M-V/def2-TZVPD) for a gas-phase ion, C9H14FN3S (charge +2) at a distorted geometry.

LUMO energy	-6.705	eV
max |F|	5.15	eV Å⁻¹
relative energy (zero: lowest compared OMol25 entry of this formula, charge and spin)	0.0	kcal/mol
charge	+2
HOMO-LUMO gap	9.7	eV
energy	-27565.6311	eV

Structure (XYZ):
```
28
Properties=species:S:1:pos:R:3:forces:R:3:lowdin_charge:R:1
C 0.19714 -1.91629 -0.88075 -0.838 0.589 2.003 0.0129
C 1.04376 -0.86780 -0.46006 0.069 -1.035 -1.700 -0.0287
C -1.14539 -1.99835 -0.40492 1.309 -1.600 -1.311 0.0344
C -0.74398 0.08855 0.71870 2.166 -1.559 -2.721 -0.0041
C 0.53558 0.21187 0.22035 0.332 0.398 0.997 -0.1758
C -1.53514 -0.97243 0.42764 -1.736 -0.597 -0.255 -0.2932
C -3.81334 -0.18373 0.66349 -0.346 0.430 -3.790 -0.4133
C 2.22028 0.42575 1.93222 1.149 2.437 -1.232 0.0116
C 1.49760 1.25181 0.86059 -0.840 -2.367 -0.757 -0.2777
N -5.03051 -0.08437 1.14347 1.041 0.840 -1.321 0.2209
N -2.84789 -0.96274 1.04407 0.431 0.128 0.416 0.0972
N 2.48258 1.63710 -0.18477 0.232 -0.759 -0.898 0.2108
F -4.85425 1.19965 -1.37729 0.422 -0.204 0.097 -0.4347
S -3.39476 0.55833 -1.12951 -1.369 -0.548 2.717 1.0707
H 0.60355 -2.80342 -1.28943 0.425 -0.475 -0.859 0.1133
H 2.12448 -0.96176 -0.69837 -0.736 -0.083 0.009 0.1361
H -1.70831 -2.96540 -0.67396 0.527 1.977 0.667 0.1727
H -0.97800 0.71934 1.42838 -1.860 3.424 3.363 0.0950
H 1.43563 0.11036 2.55388 -0.372 -0.440 1.583 0.0918
H 2.64056 -0.40762 1.42118 0.481 -0.879 -0.053 0.0830
H 3.04718 1.05098 2.34455 -0.781 -0.675 0.522 0.1224
H 1.00169 2.11577 1.23204 -0.382 0.698 0.286 0.1521
H -5.44696 -0.52108 1.92600 0.087 -0.737 1.087 0.1430
H -5.68308 0.38256 0.54662 -0.434 0.538 -0.289 0.1181
H -2.95076 -1.35947 1.94279 0.072 -0.909 1.117 0.1702
H 2.16436 2.44147 -0.78732 0.740 -0.761 0.821 0.2082
H 2.51492 0.75430 -0.81232 0.709 1.955 0.915 0.1722
H 3.37122 1.79094 0.35356 -0.499 0.213 -1.414 0.1911
```
Forces are in eV/Å.